ORCA calculation (wB97M-V/def2-TZVPD) on a cluster of 2 separate species, C5H9NO2 in total at a distorted geometry.

SMILES string	CC(=O)O.CC#CN
LUMO energy	0.025	Ha
ΔE to the lowest compared entry with this formula, charge and spin	2.344	eV

Atoms and positions in Å:
C  -1.843231  0.725583  0.508148
C  -1.123629  0.138541  1.701505
O  -1.131970  -1.238486  1.750847
O  -0.838422  0.768703  2.685884
H  -1.666247  -1.581910  1.019026
H  -1.318957  0.398768  -0.389650
H  -1.850668  1.809724  0.572869
H  -2.872669  0.372251  0.470131
C  1.114362  0.019636  -2.641561
N  1.620405  -0.370770  1.282849
C  1.470462  -0.318919  -0.048650
C  1.142318  -0.138390  -1.197275
H  2.009026  -1.235331  1.635624
H  1.991454  0.468470  1.708288
H  0.814630  1.037356  -2.892952
H  2.089975  -0.184139  -3.084165
H  0.393161  -0.671089  -3.080918

Forces on the atoms, in the same order (eV/Å):
0.71 -0.06 -0.28
-1.97 -0.23 1.35
0.04 0.54 -0.22
0.61 -0.33 -0.72
0.34 0.10 0.05
-0.13 0.13 -0.16
0.09 -0.04 0.01
-0.02 -0.13 0.12
-0.21 -0.07 -0.21
0.53 -0.22 0.24
-0.49 0.46 -0.62
0.61 -0.32 0.54
-0.07 0.24 0.13
-0.02 -0.22 0.05
0.00 -0.03 -0.13
-0.01 0.07 -0.03
-0.02 0.09 -0.12

=====

ORCA calculation (wB97M-V/def2-TZVPD) on a structure of composition C14H35MnNP2S2 at a distorted geometry.

LUMO energy (spin up / spin down)	-0.487 / -0.380	Ha
2S+1	5
total charge	+3
ΔE to the lowest compared entry with this formula, charge and spin	0.000	eV
⟨S²⟩	6.333

Atoms and positions in Å:
Mn  0.592366  0.008027  -0.252251
S  -0.640306  2.239558  -0.295978
S  -0.297072  -2.320718  -0.351956
C  -2.477432  2.177750  -0.390287
C  -0.291686  2.447639  -2.078265
C  -0.659851  1.225222  -2.902560
N  0.046172  0.000067  -2.411400
C  -0.611151  -1.224986  -2.906658
C  -0.083020  -2.428579  -2.155982
H  0.779123  2.684002  -2.158779
H  -0.870752  3.320469  -2.393446
H  -0.364547  1.376109  -3.952724
H  -1.742361  1.051389  -2.875414
H  -0.389499  -1.299211  -3.977519
H  -1.693819  -1.138975  -2.796105
H  0.990551  -2.563452  -2.335589
H  -0.599348  -3.345457  -2.439929
C  -2.149858  -2.269873  -0.286868
H  0.963611  0.025692  -2.877124
H  -2.592534  -1.330132  -0.634045
H  -2.465762  -2.468577  0.738704
H  -2.470070  -3.097447  -0.924952
H  -2.857998  2.601351  0.548090
H  -2.843035  1.147283  -0.518072
H  -2.816024  2.815319  -1.218693
C  2.808767  0.046892  -1.198607
C  4.121572  0.130760  -0.734380
H  2.258833  0.931966  -1.559537
H  2.431243  -0.926789  -1.558172
H  4.631893  1.055737  -0.436367
H  4.835017  -0.725590  -0.793678
C  -0.902526  -1.730434  2.967613
P  -0.907536  -0.117558  2.048777
C  -2.668631  0.397108  2.316488
C  -0.120998  1.030684  3.268720
C  1.417438  0.997904  3.249683
P  2.059022  0.598993  1.557989
C  2.905434  2.170423  1.198528
C  2.870250  -0.985437  1.953203
H  -1.573793  -2.445288  2.467222
H  0.104688  -2.173897  2.998512
H  -1.259424  -1.570745  3.998917
H  -2.934922  0.284785  3.383434
H  -2.820422  1.447267  2.026927
H  -3.340845  -0.233278  1.708913
H  -0.505436  2.020976  2.973657
H  -0.522327  0.774397  4.262773
H  1.800046  1.995019  3.538537
H  1.834784  0.264081  3.968515
H  3.676729  2.336230  1.951775
H  3.366605  2.212620  0.212517
H  2.167659  2.974432  1.278930
H  3.391614  -0.871716  2.915689
H  2.073771  -1.752603  2.036003
H  3.581591  -1.294110  1.173420

Forces on the atoms, in the same order (eV/Å):
-2.28 0.23 -0.09
0.06 -0.08 -0.49
-0.31 0.36 -0.10
-0.14 -0.34 0.24
0.29 0.02 -0.16
-0.01 0.16 -0.13
0.32 0.60 0.42
-0.05 -0.34 -0.12
0.15 -0.29 -0.20
-0.28 0.09 0.00
0.22 -0.02 -0.07
-0.28 0.15 0.24
0.26 -0.03 0.01
-0.20 -0.31 0.09
0.11 0.09 0.03
-0.18 -0.16 0.06
0.13 -0.03 -0.25
0.31 0.04 -0.03
-0.30 -0.08 0.29
0.30 -0.19 0.03
0.12 -0.01 -0.26
-0.02 0.07 0.10
0.16 -0.11 -0.46
0.12 0.48 0.04
0.31 -0.17 0.18
2.55 -0.19 0.13
-1.07 -0.51 -1.64
0.52 -0.01 0.47
0.50 0.35 -0.01
-0.44 -0.36 -0.35
-1.03 0.39 0.38
0.18 -0.07 -0.33
-1.18 -0.19 1.60
-0.09 -0.14 -0.31
-0.09 -0.10 -0.35
-0.32 0.23 0.08
-0.15 0.43 1.17
0.74 -0.19 -0.15
0.90 0.02 -0.25
0.29 0.21 0.37
-0.36 0.12 0.05
0.12 0.00 -0.41
0.18 -0.02 -0.47
0.08 -0.53 0.32
0.16 0.28 0.32
0.22 -0.17 0.29
0.09 0.23 -0.34
-0.07 -0.54 -0.10
-0.36 0.37 -0.44
0.06 0.14 0.00
-0.24 0.19 0.27
-0.06 -0.20 0.12
-0.09 -0.27 -0.34
0.39 0.45 0.06
-0.28 -0.05 0.47

=====

ORCA calculation (wB97M-V/def2-TZVPD) on a cluster of 2 separate species, C12H9N4O6 in total at a distorted geometry.

LUMO energy	0.041	Ha
total charge	-1
ΔE to the lowest compared entry with this formula, charge and spin	0.000	eV

Atoms and positions in Å:
C  -3.007041  -0.716944  2.023494
O  -1.831274  0.094522  2.145066
C  -0.605142  -0.512205  2.183338
C  -0.388250  -1.901877  2.097007
C  0.929494  -2.357741  2.164914
C  2.012179  -1.512247  2.306338
C  1.843636  -0.047276  2.398134
O  2.724875  0.828758  2.531927
C  0.468947  0.357495  2.318002
H  -3.824104  0.002268  2.038084
H  -3.012813  -1.279826  1.077984
H  -3.103576  -1.418515  2.865765
H  -1.243367  -2.575173  1.979498
H  1.065865  -3.435612  2.099923
H  3.021434  -1.923533  2.356193
H  0.271854  1.417978  2.371629
O  3.190889  2.940367  5.409162
N  2.010235  3.287380  5.211758
C  1.532420  3.476322  3.869022
C  2.367690  3.256022  2.774062
C  1.853779  3.762549  1.593771
N  2.458687  3.992665  0.361554
O  3.569227  3.741464  -0.062826
O  1.507884  4.654030  -0.467230
N  0.321687  4.872364  0.244551
C  0.557986  4.387051  1.497541
N  -0.252236  4.516732  2.540878
C  0.230586  4.073475  3.702464
O  1.202114  3.497169  6.149974
H  3.380183  2.921339  2.841528
H  -0.406158  4.205427  4.583315

Forces on the atoms, in the same order (eV/Å):
0.83 0.31 0.06
-0.93 -0.38 -0.09
0.92 -0.47 0.02
-0.97 0.58 -0.01
-0.10 0.16 -0.01
0.50 1.03 0.15
-2.35 -1.76 -0.32
1.63 0.60 0.06
0.00 -0.32 -0.02
-0.09 -0.16 -0.02
0.01 0.11 0.19
0.04 0.15 -0.17
0.49 0.10 0.06
0.25 0.13 0.02
-0.18 0.13 0.00
-0.16 0.13 0.00
-2.04 0.67 -0.69
0.66 -0.63 2.16
-0.10 0.55 -0.89
0.01 -0.06 1.31
-0.65 1.51 -2.91
-0.68 -0.54 1.18
-0.80 0.32 0.01
0.31 -0.81 1.50
0.86 -0.59 1.75
1.41 0.01 -2.74
-0.52 -0.42 2.20
-0.19 0.23 -1.06
1.27 -0.29 -1.59
0.26 -0.19 0.23
0.34 -0.10 -0.38

=====

ORCA calculation (wB97M-V/def2-TZVPD) on the molecule C22H19N9O2S at a distorted geometry.

SMILES string	COc1ccc2nc(Nc3nc(CSc4nnnn4-c4ccccc4)cc(=O)[nH]3)nc(C)c2c1
LUMO energy	-0.016	Ha
ΔE to the lowest compared entry with this formula, charge and spin	0.192	eV

Atoms and positions in Å:
C  -9.138117  -1.662028  -0.238096
H  -8.829654  -2.705603  -0.120802
O  -8.133252  -0.889741  -0.852383
C  -6.928387  -0.761399  -0.238578
C  -5.989719  0.006941  -0.897815
C  -4.715766  0.200223  -0.349456
C  -3.682867  0.971846  -0.952466
N  -2.515569  1.100804  -0.372780
C  -2.306136  0.488293  0.812282
N  -3.175176  -0.243343  1.462599
C  -4.389072  -0.401348  0.898398
C  -5.362405  -1.178820  1.551780
C  -6.600353  -1.355041  0.998116
H  -7.328258  -1.956460  1.519788
H  -5.103470  -1.629158  2.496516
N  -1.078512  0.629921  1.411178
C  0.022821  1.317305  0.981237
N  1.074336  1.289477  1.749341
C  2.167429  1.974641  1.320103
C  2.208103  2.669083  0.150840
C  1.052507  2.708958  -0.709345
O  0.935686  3.277220  -1.773085
N  -0.028448  1.978018  -0.189890
H  -0.912645  1.929441  -0.707356
H  3.093960  3.196045  -0.163490
C  3.349593  1.878540  2.227076
H  4.029537  2.719097  2.113945
H  3.029841  1.746525  3.259019
S  4.312395  0.366794  1.842278
C  5.288220  0.976794  0.557358
N  5.386117  2.245071  0.208567
N  6.222754  2.286582  -0.814509
N  6.643935  1.139412  -1.123306
N  6.085482  0.248195  -0.281604
C  6.353623  -1.121554  -0.384160
C  6.859196  -1.595753  -1.591283
C  7.142018  -2.940582  -1.729242
C  6.923092  -3.811918  -0.673925
C  6.427747  -3.331843  0.526470
C  6.144103  -1.986490  0.681869
H  5.774102  -1.615189  1.624291
H  6.263863  -4.005257  1.353806
H  7.142171  -4.862897  -0.785847
H  7.532830  -3.309509  -2.665203
H  7.024876  -0.900354  -2.398784
H  -0.973902  0.151836  2.296415
C  -3.867755  1.666147  -2.258161
H  -4.111915  0.943904  -3.035205
H  -4.686711  2.380056  -2.189636
H  -2.956393  2.191275  -2.530290
H  -6.259423  0.452519  -1.841417
H  -9.423579  -1.251830  0.735638
H  -9.992829  -1.614866  -0.910822

Forces on the atoms, in the same order (eV/Å):
-0.17 -0.13 0.10
-0.01 0.04 0.01
0.18 0.14 -0.12
0.32 0.30 -0.29
-0.37 -0.19 0.07
0.21 -0.26 0.58
-0.01 -0.09 0.14
-0.05 0.10 -0.19
-0.86 -0.45 0.18
0.60 0.10 0.24
-0.20 0.27 -0.59
-0.06 0.03 -0.10
-0.08 -0.04 0.01
-0.07 -0.05 0.04
0.02 -0.05 0.10
-0.01 -0.11 0.20
0.57 0.25 -0.07
-0.28 -0.33 0.36
-0.22 0.27 -0.49
0.16 0.09 0.14
0.07 -0.18 0.31
-0.04 0.15 -0.27
-0.18 -0.05 -0.04
0.27 0.08 0.04
0.03 0.03 0.00
0.35 -0.15 -0.23
-0.08 0.02 0.12
0.03 0.04 -0.04
-0.32 -0.13 0.41
0.37 -0.05 -0.44
-0.62 -0.31 0.94
0.43 0.61 -0.70
0.78 -0.59 -0.71
-0.92 1.32 0.91
0.26 -0.79 -0.24
-0.07 0.07 0.03
-0.01 0.02 0.05
0.00 -0.08 0.05
0.01 -0.08 -0.06
-0.01 0.25 -0.08
0.05 -0.05 0.08
-0.01 -0.05 0.07
0.02 -0.09 0.00
0.03 -0.02 -0.08
0.00 0.01 -0.05
0.06 0.10 -0.14
-0.02 0.01 -0.02
-0.06 -0.01 -0.10
-0.08 0.05 -0.06
-0.01 0.00 -0.01
-0.06 0.05 -0.13
0.02 -0.03 -0.03
0.04 -0.04 0.09

=====

ORCA calculation (wB97M-V/def2-TZVPD) on a structure of composition C19H13N2O5Sn at a distorted geometry.

LUMO energy	-0.189	Ha
total charge	+1
ΔE to the lowest compared entry with this formula, charge and spin	0.532	eV

Atoms and positions in Å:
Sn  0.787804  -15.193369  -7.319946
O  0.398850  -17.772057  -12.854919
C  0.414121  -17.074732  -11.691070
C  1.471629  -16.146999  -11.458594
C  1.560805  -15.617055  -10.162971
N  0.586067  -15.909723  -9.258407
C  -0.525153  -16.603933  -9.563124
C  -0.565211  -17.290888  -10.753318
C  -1.455586  -16.639933  -8.462043
O  -2.305767  -17.568556  -8.388335
O  -1.274994  -15.757119  -7.459069
C  2.713659  -14.821593  -9.604143
O  3.683633  -14.628594  -10.371224
O  2.530847  -14.359978  -8.404251
H  1.348192  -17.851531  -13.128711
H  2.251834  -15.880670  -12.175592
H  -1.336434  -18.032997  -10.912221
N  0.255565  -13.169926  -7.742528
C  1.176130  -12.107254  -7.344487
C  1.609966  -11.199209  -8.304649
C  2.603044  -10.319826  -7.993172
C  3.213004  -10.339352  -6.728948
C  2.833382  -11.360060  -5.810740
C  1.802864  -12.209852  -6.107215
C  1.305570  -13.173605  -5.009738
C  1.180387  -12.662784  -3.729722
C  1.046689  -13.505338  -2.622706
C  0.836951  -14.831309  -2.776241
C  0.900442  -15.357611  -4.079171
C  1.044470  -14.550409  -5.207457
H  0.046994  -13.094805  -8.735952
H  -0.699862  -13.069838  -7.317149
H  1.040642  -11.294560  -9.205935
H  3.019383  -9.678153  -8.787805
H  3.916902  -9.518911  -6.543902
H  3.371304  -11.535368  -4.887462
H  1.225546  -11.597752  -3.487360
H  1.277457  -13.110233  -1.641432
H  0.690642  -15.513420  -1.960277
H  0.955407  -16.410986  -4.262613

Forces on the atoms, in the same order (eV/Å):
0.28 1.70 1.10
1.10 0.16 0.83
1.78 0.50 -1.36
-0.29 0.21 1.54
-0.88 -1.51 -0.44
0.67 0.48 -1.21
2.15 0.12 -1.04
-1.30 -0.29 0.54
-4.25 -3.33 3.22
2.49 3.14 -0.70
1.28 -0.52 -1.12
2.44 0.97 -2.12
-2.39 -0.40 2.13
-0.21 -1.17 0.21
-1.22 0.08 -0.20
-0.31 -0.24 0.15
-0.17 0.20 -0.13
-2.46 0.92 0.27
0.91 -0.24 -0.04
-1.44 -1.59 0.95
1.33 0.88 -0.17
-0.66 -0.57 -0.22
1.09 1.73 -0.54
-1.68 -1.26 0.74
0.11 0.78 -1.79
0.31 0.03 0.90
0.29 1.13 0.21
0.30 -1.47 -1.39
-0.21 -0.01 -0.78
0.57 -0.06 0.46
0.24 0.08 -0.15
0.94 0.19 -0.13
0.35 0.59 -0.92
-0.48 -0.07 0.65
0.02 -0.85 0.33
-0.05 0.41 0.07
0.38 -0.26 -0.61
-0.68 0.21 0.10
0.18 -0.08 0.30
-0.54 -0.55 0.34

=====

| no. | E_tot (Eh) |
| --- | --- |
| 1 | -401.09063 |
| 2 | -3238.20065 |
| 3 | -1132.92309 |
| 4 | -1891.26980 |
| 5 | -1431.62905 |